Record 1
Computed, not measured: C3HCl2F3 as an isolated structure at a distorted geometry, with wB97M-V/def2-TZVPD.

```
9
Properties=species:S:1:pos:R:3:forces:R:3
C -1.709400 0.434959 0.022058 6.374 -1.339 0.266
C 0.282469 0.601206 0.210557 -5.765 1.136 -0.776
C 0.908146 -0.680647 -0.006330 1.735 -1.231 -0.383
F -2.354741 1.538273 -0.084298 -0.528 0.093 0.434
F 1.049716 -0.999210 -1.338596 -0.507 -0.107 1.003
F 0.220702 -1.661501 0.625973 0.400 0.346 -0.605
Cl 0.976668 1.951841 -0.539405 -0.179 -0.139 0.262
Cl 2.633771 -0.642706 0.630312 -0.933 -0.191 -0.091
H -2.007328 -0.542218 0.479732 -0.597 1.430 -0.110
```
Positions in Å, forces in eV/Å.

Results
* maximum force: 6.52 eV Å⁻¹
* highest occupied orbital energy (alpha / beta): -9.48 / -9.41 eV
* Kohn-Sham gap (alpha / beta): 9.09 / 8.14 eV
* energy relative to the best compared isomer or geometry (same formula, charge and spin): 4.319 eV



Record 2
Computed, not measured: a 2-piece molecular cluster, C3HCl2N2 overall at a distorted geometry, with wB97M-V/def2-TZVPD.

```
8
Properties=species:S:1:pos:R:3:forces:R:3
C 1.613541 2.585049 0.776841 -0.470 -1.358 -0.514
C -1.326102 -1.966731 -0.709366 1.252 1.966 2.006
C 0.693086 0.405355 0.144636 -0.181 -0.043 -0.248
N 2.005780 3.610932 1.006893 1.269 3.244 0.908
N 1.151077 1.439440 0.416127 -0.680 -1.754 -0.253
Cl -0.900333 -2.407802 0.844417 -0.450 -0.292 -1.151
Cl -2.454601 -2.720134 -1.572607 0.226 0.039 -0.217
H -0.782449 -0.946109 -0.906942 -0.965 -1.802 -0.532
```
Positions in Å, forces in eV/Å.

Results
* maximum force: 3.60 eV Å⁻¹
* highest occupied orbital energy: -15.79 eV
* Kohn-Sham gap: 8.02 eV
* energy relative to the best compared isomer or geometry (same formula, charge and spin): 2.071 eV
* net charge: +1



Record 3
Computed, not measured: a 2-piece molecular cluster, C3HCl3F2 overall at a distorted geometry, with wB97M-V/def2-TZVPD.

```
9
Properties=species:S:1:pos:R:3:forces:R:3
F -1.320066 -0.829134 5.065641 -0.095 0.600 -1.681
C -1.364246 -0.380673 3.797152 0.064 -0.202 0.075
C -2.033207 0.000336 2.747036 1.237 -0.909 0.319
F -3.205756 0.113983 2.152123 0.848 0.139 0.135
C -0.466101 0.075970 2.678292 -2.387 -1.323 1.488
Cl 0.669824 -1.053080 1.929480 -0.476 -0.227 0.090
Cl 0.279936 1.583417 2.902682 0.887 1.778 -0.152
Cl 0.279519 0.084870 -1.102057 -0.874 0.753 -0.290
H -0.748398 0.897912 -1.189120 0.795 -0.610 0.016
```
Positions in Å, forces in eV/Å.

Results
* maximum force: 3.11 eV Å⁻¹
* highest occupied orbital energy: -10.61 eV
* structure (SMILES): FC1=C(F)C1(Cl)Cl.Cl
* Kohn-Sham gap: 10.92 eV
* energy relative to the best compared isomer or geometry (same formula, charge and spin): 2.656 eV



Q: The lowest energy relative to the best compared isomer or geometry (same formula, charge and spin) belongs to which entry?
A: C3HCl2N2